Entry 1:
The following is a quantum chemistry calculation of C23H27BClN6O5RuS2 as an isolated structure in a non-equilibrium geometry, from the Open Molecules 2025 dataset.

XYZ file:
```
66
Properties=species:S:1:pos:R:3:nbo_charge:R:1
Ru 0.00470 -0.36021 0.15174 1.214
Cl -2.88010 1.55854 6.70555 0.043
S 0.04393 1.27035 -1.70265 0.216
S 2.51986 0.57405 -0.44479 0.071
O -1.13848 -1.56584 1.50225 -0.608
O 1.18332 -5.14905 -3.14490 -0.537
O 1.45762 -2.42988 0.47262 -0.631
O -1.17081 -1.03015 -2.80007 -0.596
O -0.18332 1.07244 1.56467 -0.716
N 2.12409 2.94495 0.90663 -0.449
N 2.95661 1.29434 2.09911 -0.320
N 0.13682 -1.80887 -1.18062 -0.673
N -1.99211 2.63283 -0.56007 -0.319
N -0.03455 3.56914 -0.21018 -0.435
N 1.36250 -3.78749 -1.36813 -0.650
C 3.41166 -0.02377 2.44854 -0.419
C -0.98829 4.33750 0.37807 -0.041
C -0.82656 2.35171 3.39604 -0.233
C 2.87765 2.38144 2.91272 -0.056
C -2.15150 -4.25726 -2.45520 -0.619
C -2.08956 0.15382 4.54263 -0.150
C 2.49536 1.65937 0.88044 0.234
C -0.41456 -1.90272 -2.41669 0.730
C -0.79111 1.11622 2.69467 0.406
C -2.95259 1.66205 -1.00623 -0.409
C 2.35292 3.39626 2.16737 -0.043
C -2.20818 3.76743 0.16181 -0.054
C 2.02328 -1.89142 -4.15156 -0.615
C 0.86294 -4.11674 -2.62817 0.725
C -1.45942 -0.00626 3.29493 -0.290
C -0.05090 -3.09805 -3.28038 -0.273
C -1.37071 -3.79759 -3.68340 -0.362
C -0.66140 2.53631 -0.77181 0.221
C 0.68835 -2.53082 -4.51808 -0.371
C -2.09583 1.37175 5.18733 -0.084
C -1.45955 2.47803 4.60078 -0.163
C 1.01272 -2.68881 -0.64798 0.800
C -1.54270 -1.27382 2.63087 0.462
B 1.51426 3.80159 -0.25220 0.166
H 2.71763 -2.62869 -3.75494 0.210
H -2.06459 -2.06534 3.19223 0.169
H 4.39107 -0.22369 2.00873 0.230
H 1.72715 4.93600 -0.01959 -0.026
H -3.18923 4.07783 0.46129 0.243
H 1.91470 3.39974 -1.28700 -0.015
H -2.31400 -3.42585 -1.76942 0.196
H -1.96954 -3.08873 -4.25654 0.227
H -3.92723 1.86573 -0.56590 0.235
H -1.61617 -5.04286 -1.92598 0.209
H -0.33863 3.19862 2.93740 0.220
H -1.46928 3.43037 5.10612 0.240
H -0.74723 5.23986 0.90045 0.244
H 3.19612 2.36316 3.93429 0.241
H 0.84888 -3.33973 -5.23127 0.234
H 2.15206 4.40906 2.44946 0.242
H 1.89335 -1.10386 -3.40838 0.189
H 2.01980 -4.44180 -0.95366 0.441
H -3.12245 -4.64809 -2.74891 0.232
H 3.48704 -0.11257 3.53066 0.230
H -2.61279 0.65565 -0.71326 0.218
H -3.03840 1.68117 -2.09505 0.240
H -1.14036 -4.65331 -4.32005 0.235
H -2.58621 -0.68725 5.00077 0.237
H 0.04010 -1.78439 -4.97791 0.230
H 2.70729 -0.77141 2.06719 0.242
H 2.47456 -1.45097 -5.03636 0.236
```

- energy relative to the best compared isomer or geometry (same formula, charge and spin) (eV) = 0.6686
- total charge = +1
- gap between HOMO and LUMO (alpha / beta) (eV) = 7.43 / 5.58
- expectation value of S² = 6.021
- 2S+1 = 5

---

Entry 2:
The following is a quantum chemistry calculation of a 2-piece molecular cluster, C7H10Cl4NO2 overall, from the Open Molecules 2025 dataset.

XYZ file:
```
24
Properties=species:S:1:pos:R:3:nbo_charge:R:1
Cl -1.79518 6.20938 -0.18204 0.012
Cl -3.00408 3.59563 -0.37358 0.072
Cl -0.77484 4.02663 1.40089 0.054
Cl -0.37316 4.04673 -1.45785 0.082
O -0.83249 0.98552 -0.35940 -0.603
O 0.41936 -0.55320 -2.57515 -0.667
N 0.29330 -1.06272 -0.34633 -0.574
C -0.58095 -1.93059 0.51474 -0.490
C 0.41169 -1.38253 -1.67370 0.711
C 0.01072 -2.10561 1.91311 -0.655
C 1.22698 0.85899 0.84056 -0.718
C 0.11821 0.31406 -0.02825 0.739
C -1.48350 4.45274 -0.15870 -0.219
C 0.65679 -2.85162 -1.95859 -0.703
H 1.10387 -2.02645 1.86231 0.182
H -0.32332 -1.37454 2.67877 0.141
H -0.28584 -3.37200 -2.11609 0.233
H -0.19969 -3.10129 2.32414 0.181
H 1.35748 0.20746 1.70624 0.232
H 1.16489 -3.33141 -1.12620 0.226
H -1.53804 -1.39959 0.56567 0.139
H 2.15956 0.81877 0.27137 0.221
H 1.01055 1.88154 1.14730 0.206
H 1.25768 -2.90590 -2.86921 0.198
```

- total charge = -1
- gap between HOMO and LUMO (eV) = 4.52
- 2S+1 = 1

---

Entry 3:
The following is a quantum chemistry calculation of C5H11NO as an isolated structure in a non-equilibrium geometry, from the Open Molecules 2025 dataset.

XYZ file:
```
18
Properties=species:S:1:pos:R:3:nbo_charge:R:1
O -1.30711 -0.93815 1.18306 -0.631
N 0.03978 -1.44361 -0.72020 -0.693
C 0.50198 0.45653 0.64570 -0.089
C 1.10680 1.14213 -0.58698 -0.632
C 0.19085 1.37908 1.79202 -0.636
C -1.15025 -1.39104 -1.56278 -0.418
C -0.33849 -0.70528 0.47646 0.527
H 0.57673 0.87519 -1.50835 0.229
H 0.95857 -0.77827 1.12907 0.247
H -0.98195 -1.97370 -2.46612 0.202
H 1.00235 2.09669 1.96962 0.213
H -1.33427 -0.34768 -1.84889 0.187
H 2.12866 0.80313 -0.70245 0.233
H 1.12021 2.24540 -0.50532 0.221
H -0.02063 0.78388 2.67665 0.237
H 0.25641 -2.41662 -0.51605 0.374
H -2.03451 -1.74924 -1.02595 0.200
H -0.71514 1.96156 1.57053 0.229
```

- energy relative to the best compared isomer or geometry (same formula, charge and spin) (eV) = 2.9708
- gap between HOMO and LUMO (eV) = 9.99
- 2S+1 = 1

---

Entry 4:
The following is a quantum chemistry calculation of a 2-piece molecular cluster, C6H8N4O overall in a non-equilibrium geometry, from the Open Molecules 2025 dataset.

XYZ file:
```
19
Properties=species:S:1:pos:R:3:nbo_charge:R:1
O -2.54562 -0.12050 -0.75443 -0.409
N 1.80698 0.37826 0.18236 -0.236
N 1.16871 1.06411 1.18039 -0.435
N 2.11004 -1.17643 3.67185 -0.315
N -1.19482 0.01121 -2.51645 -0.450
C -2.70573 -1.26489 -1.48312 0.041
C 1.09068 -0.17756 -0.70461 -0.124
C 1.95563 1.13149 2.39642 -0.326
C 2.06326 -0.15706 3.11233 0.253
C -1.89416 -1.19308 -2.55135 -0.124
C -1.62763 0.57739 -1.44533 0.298
H 1.59846 -0.64980 -1.49766 0.195
H 0.00239 -0.16315 -0.65423 0.140
H -1.74344 -1.90964 -3.35146 0.226
H 1.50336 1.87337 3.07135 0.240
H 2.96593 1.47105 2.13888 0.255
H -1.34842 1.53914 -1.03817 0.207
H -3.41957 -1.98693 -1.10395 0.221
H 0.21395 0.75303 1.34716 0.343
```

- SMILES string = C=NNCC#N.c1cocn1
- energy relative to the best compared isomer or geometry (same formula, charge and spin) (eV) = 2.7801
- gap between HOMO and LUMO (eV) = 10.10
- 2S+1 = 1

---

Entry 5:
The following is a quantum chemistry calculation of C29H35N2O4PPt as an isolated structure in a non-equilibrium geometry, from the Open Molecules 2025 dataset.

XYZ file:
```
72
Properties=species:S:1:pos:R:3:lowdin_charge:R:1
Pt 1.03412 0.09228 0.29388 0.951
P -0.16141 1.74946 -0.57765 0.980
O -1.09811 0.43452 2.10047 -0.085
O 3.52870 0.34103 0.63739 0.018
O 5.17571 0.62501 2.11754 0.130
O -1.46803 0.46371 4.32283 0.001
N 1.63976 0.62517 2.60975 0.098
N -0.21164 -0.98632 -0.81314 -0.133
C 3.42159 0.79196 4.22052 0.008
C 2.94321 0.66743 2.93755 -0.199
C -2.41872 -1.28090 -1.81048 -0.013
C -2.79504 1.46522 -1.61339 -0.031
C -1.39629 -0.49268 -1.24860 -0.345
C -3.81034 0.69372 -2.14704 -0.284
C 1.39963 -4.30114 -1.17799 -0.017
C 1.93634 3.17445 -1.77574 -0.106
C -0.47837 3.30052 0.37069 -0.487
C 0.67917 -5.09194 -0.29226 -0.268
C 1.14933 0.78647 4.93051 0.022
C -1.03473 4.43215 -0.50883 -0.105
C 1.89729 -2.16806 -2.35613 -0.048
C 0.67331 2.37671 -2.09880 -0.532
C 1.01602 -6.54538 -0.10576 -0.052
C -1.78240 -2.60758 1.14042 -0.021
C -3.58544 -0.68614 -2.23526 -0.034
C 2.48172 0.86861 5.25144 -0.025
C -1.33861 3.19528 1.62807 -0.091
C -1.60859 0.88738 -1.16014 -0.286
C -0.66199 -3.14917 0.30429 -0.189
C -5.11400 1.29941 -2.58981 -0.060
C 0.74230 0.65491 3.59244 -0.136
C 0.07119 -2.36347 -0.60919 -0.216
C 0.98712 1.27166 -3.09287 -0.112
C 3.88628 0.52942 1.77951 -0.457
C -0.78063 0.48713 3.29568 -0.692
C 1.10878 -2.95776 -1.35673 -0.204
C -0.34746 -4.50006 0.42439 -0.011
H 2.43081 3.47439 -2.70114 0.082
H -0.95931 5.35658 0.06702 0.085
H -2.09234 4.27773 -0.72116 0.071
H -2.48022 -3.40844 1.38619 0.084
H -0.82651 2.69345 2.43839 0.054
H 0.15116 -7.10973 0.24112 0.075
H 1.39260 1.71830 -4.00317 0.085
H -0.51068 4.58914 -1.44732 0.057
H -5.00733 2.36776 -2.77901 0.072
H 2.80144 0.97034 6.27963 0.113
H -1.39884 -2.20827 2.07677 0.083
H -2.28655 -2.35257 -1.88679 0.119
H -2.32470 -1.79287 0.67199 0.068
H -1.58686 4.21019 1.94716 0.083
H 1.72779 0.59101 -2.68443 0.045
H 1.36676 -6.99356 -1.03530 0.076
H 1.74058 4.07758 -1.19877 0.064
H 1.24595 -1.73965 -3.11945 0.082
H -5.47528 0.83495 -3.50819 0.074
H 1.80801 -6.66920 0.63615 0.083
H 4.48340 0.82269 4.40788 0.118
H 0.53945 3.57999 0.67042 0.104
H 0.10132 0.69355 -3.35604 0.078
H 0.35916 0.80416 5.66792 0.120
H 2.41803 -1.33629 -1.88231 0.052
H 2.63602 -2.80450 -2.84160 0.077
H -4.36420 -1.31772 -2.64890 0.115
H -2.26241 2.64716 1.44847 0.089
H -0.07613 3.02372 -2.56751 0.103
H -5.89240 1.17603 -1.83405 0.080
H 2.19853 -4.74537 -1.76113 0.115
H -0.93348 -5.10574 1.10692 0.118
H 2.63967 2.55467 -1.21342 0.069
H 5.69130 0.49970 1.30576 0.140
H -2.93449 2.53778 -1.54963 0.098
```

- energy relative to the best compared isomer or geometry (same formula, charge and spin) (eV) = 2.6507
- gap between HOMO and LUMO (alpha / beta) (eV) = 6.09 / 6.09
- 2S+1 = 1

---

Entry 6:
The following is a quantum chemistry calculation of a 2-piece molecular cluster, C4H9NO2S overall in a non-equilibrium geometry, from the Open Molecules 2025 dataset.

XYZ file:
```
17
Properties=species:S:1:pos:R:3:nbo_charge:R:1
S -1.89379 1.60747 -1.66213 0.151
O 1.03213 0.17905 2.21884 -0.680
O 1.43014 -1.29901 -1.26736 -0.686
N -0.43697 0.66361 -1.87403 -0.713
C -0.53226 -1.26055 1.06649 -0.748
C 1.43158 -0.15545 -0.74520 0.220
C 0.51112 0.80891 -0.99123 -0.057
C -0.04584 0.09924 1.29610 0.192
H 2.45431 0.17590 -0.43516 0.149
H -0.45333 -0.28192 -2.15794 0.415
H 0.71898 1.88789 -0.70527 0.210
H 0.17435 -1.84870 0.40919 0.276
H 1.23797 -0.76377 2.40310 0.473
H -0.61557 1.07788 1.33393 0.215
H -1.55851 -1.31385 0.75241 0.242
H -1.71640 2.56636 -2.61923 0.120
H -0.43877 -1.83496 1.98786 0.221
```

- energy relative to the best compared isomer or geometry (same formula, charge and spin) (eV) = 4.7373
- gap between HOMO and LUMO (alpha / beta) (eV) = 7.58 / 7.56
- 2S+1 = 1